Molecular formula: C7H17NO
Method: DFT, ωB97M-V/def2-TZVPD

Energy above the lowest of the compared OMol25 structures with the same formula, charge and spin = 701.3 kJ/mol
Largest force on an atom = 0.0519 hartree/bohr
Kohn-Sham gap (alpha / beta) = 7.611 / 7.611 eV
Total energy = -11065.8703 eV

ORCA input file:
```
! RIJCOSX wB97M-V def2-TZVPD def2/J DEFGRID3
* xyz 0 1
C 0.371 0.474 -0.547
C 0.588 -1.592 -0.746
C -0.510 -0.103 0.377
C -1.989 2.712 0.567
C 1.727 1.017 -0.237
C -0.535 -2.269 -1.505
C 1.173 -2.414 0.386
N -0.896 1.819 0.865
O -0.009 2.453 1.822
H -0.381 2.245 2.692
H -0.037 0.697 -1.526
H 1.386 -1.330 -1.442
H -0.211 -0.435 1.361
H -1.517 -0.344 0.071
H -1.649 3.687 0.190
H -2.609 2.245 -0.207
H -2.637 2.903 1.441
H 2.379 0.991 -1.113
H 2.207 0.458 0.569
H 1.637 2.061 0.071
H -1.326 -2.617 -0.836
H -0.983 -1.599 -2.245
H -0.164 -3.149 -2.044
H 1.662 -3.315 -0.006
H 0.403 -2.738 1.090
H 1.921 -1.856 0.953
*
```

Molecular formula: C7H17NO
Method: DFT, ωB97M-V/def2-TZVPD

Energy above the lowest of the compared OMol25 structures with the same formula, charge and spin = 499.4 kJ/mol
Largest force on an atom = 0.1570 hartree/bohr
Kohn-Sham gap = 9.583 eV
Total energy = -11067.9623 eV
SMILES = CCN(C)C(C)=O.CC

ORCA input file:
```
! RIJCOSX wB97M-V def2-TZVPD def2/J DEFGRID3
* xyz 0 1
C -0.981 0.579 0.404
C -0.727 -1.044 0.801
N 0.513 -1.647 0.034
C 1.575 -2.295 0.988
C 0.636 -1.552 -1.302
C -0.499 -1.001 -2.230
O 1.810 -1.992 -1.758
H -0.049 0.944 -0.001
H -0.611 1.473 1.234
H -2.019 0.808 -0.039
H -0.886 -1.330 1.744
H -1.390 -1.559 0.134
H 1.328 -2.192 2.164
H 1.824 -3.187 0.560
H 2.412 -1.645 0.839
H -0.434 0.026 -2.340
H -0.296 -1.422 -3.290
H -1.489 -1.115 -1.894
C -0.145 3.832 1.234
C -1.678 3.779 1.323
H 0.199 4.761 1.791
H 0.251 2.919 1.621
H 0.258 3.816 0.190
H -1.895 3.898 0.211
H -2.251 4.640 1.821
H -2.112 2.837 1.772
*
```

Molecular formula: C7H17NO
Method: DFT, ωB97M-V/def2-TZVPD

Energy above the lowest of the compared OMol25 structures with the same formula, charge and spin = 50.8 kJ/mol
Largest force on an atom = 0.0435 hartree/bohr
Kohn-Sham gap = 10.357 eV
Total energy = -11072.6115 eV
SMILES = CC(C)C(C)(C)[C@@H](N)O

ORCA input file:
```
! RIJCOSX wB97M-V def2-TZVPD def2/J DEFGRID3
* xyz 0 1
C 1.261 0.867 1.607
C 0.105 -0.059 1.231
C 0.338 -1.422 1.879
C -0.164 -0.195 -0.360
C -1.555 -0.795 -0.580
C 0.884 -1.074 -1.037
C -0.070 1.217 -0.945
N -0.421 1.124 -2.415
O -0.837 2.185 -0.272
H 1.041 1.898 1.346
H 2.184 0.562 1.118
H 1.422 0.830 2.683
H -0.811 0.368 1.652
H 1.296 -1.836 1.575
H -0.442 -2.137 1.629
H 0.351 -1.313 2.963
H -1.724 -0.971 -1.639
H -1.639 -1.750 -0.066
H -2.343 -0.146 -0.198
H 1.890 -0.745 -0.790
H 0.760 -1.005 -2.115
H 0.766 -2.111 -0.738
H 0.961 1.574 -0.903
H -0.075 1.952 -2.888
H -1.430 1.111 -2.524
H -1.747 1.871 -0.212
*
```

Question: Among the records above, which one has the highest total energy?
Answer: number 1